{"formula": "C4H7N3", "method": "the ωB97M-V functional and the def2-TZVPD basis", "smiles": "[H]/N=C(\\C#N)NCC", "e_lumo_ev": 0.642, "homo_ev": -9.63, "total_energy_ha": -320.859431, "e_above_lowest_kcal_mol": 15.0, "homo_lumo_gap_ev": 10.3, "symbols": ["C", "H", "C", "H", "H", "H", "N", "N", "H", "N", "H", "C", "H", "C"], "coordinates": [[-0.739, -0.604, -1.420], [1.344, -1.693, 1.645], [0.525, -1.191, 1.126], [-0.096, 2.054, 0.407], [0.352, -1.750, 0.209], [1.137, 0.742, 1.817], [-1.378, 1.676, -1.614], [-0.765, -1.652, -1.912], [1.825, 0.305, 0.254], [-0.152, 1.057, 0.254], [-0.379, -1.244, 1.738], [-0.767, 0.780, -0.935], [-1.818, 1.259, -2.430], [0.911, 0.260, 0.861]]}